Formula: C16H26BaF5N4S2
Source: the Open Molecules 2025 dataset
Level of theory: the ωB97M-V functional and the def2-TZVPD basis

Its net charge is -1. As for the highest occupied orbital energy: -2.48 eV. Its relative energy (zero: lowest compared OMol25 entry of this formula, charge and spin) is 257.4 kJ/mol. As for the total energy: -2165.392281 hartree.

Cartesian coordinates (Å):
Ba (-0.27, -0.62, -2.46)
C (-0.92, -1.13, 2.46)
C (-0.92, 0.42, 2.35)
N (-0.84, 0.78, 0.96)
C (-1.54, 1.94, 0.48)
C (-3.06, 1.81, 0.59)
S (-3.78, 0.28, -0.07)
C (-3.77, -0.84, 1.38)
C (-2.85, -2.06, 1.26)
N (-1.45, -1.72, 1.25)
H (0.11, -1.46, 2.58)
H (-1.50, -1.44, 3.35)
H (-1.83, 0.84, 2.79)
H (-0.08, 0.81, 2.95)
H (0.11, 0.75, 0.62)
H (-1.25, 2.88, 1.00)
H (-1.28, 2.05, -0.59)
H (-3.42, 1.90, 1.62)
H (-3.52, 2.61, 0.01)
H (-3.53, -0.24, 2.25)
H (-4.80, -1.20, 1.47)
H (-3.12, -2.74, 2.10)
H (-3.08, -2.57, 0.32)
H (-0.90, -2.54, 1.01)
C (-2.49, 2.35, -3.97)
C (-1.07, 2.77, -3.49)
C (-1.20, 4.23, -2.97)
C (-0.13, 2.82, -4.73)
N (-0.58, 1.96, -2.47)
H (-2.92, 3.09, -4.66)
H (-3.14, 2.25, -3.10)
H (-2.45, 1.38, -4.47)
H (-1.53, 4.89, -3.77)
H (-0.24, 4.58, -2.60)
H (-1.91, 4.27, -2.15)
H (-0.47, 3.57, -5.45)
H (-0.11, 1.85, -5.22)
H (0.88, 3.07, -4.41)
N (3.12, 0.65, -1.42)
H (2.37, 1.21, -1.01)
H (3.93, 1.25, -1.49)
H (3.32, -0.09, -0.76)
F (6.20, -5.29, 3.72)
C (5.29, -4.53, 3.06)
C (5.67, -3.79, 1.94)
F (6.95, -3.85, 1.51)
C (4.74, -3.01, 1.28)
F (5.16, -2.32, 0.20)
C (3.39, -2.89, 1.70)
S (2.29, -1.87, 0.94)
C (3.05, -3.69, 2.82)
F (1.78, -3.68, 3.27)
C (3.97, -4.47, 3.49)
F (3.59, -5.20, 4.57)

Formula: C16H26N10O6P2Pd
Source: the Open Molecules 2025 dataset
Level of theory: the ωB97M-V functional and the def2-TZVPD basis

Its net charge is -2. As for the highest occupied orbital energy: -0.95 eV. Its relative energy (zero: lowest compared OMol25 entry of this formula, charge and spin) is 47.5 kJ/mol. As for the total energy: -2435.156768 hartree.

Cartesian coordinates (Å):
Pd (0.74, 0.53, -0.31)
N (-0.21, -3.74, -2.44)
C (-0.93, -2.41, -2.28)
C (-2.16, -2.45, -3.16)
P (0.24, -1.08, -2.87)
O (0.94, -1.90, -4.12)
O (1.35, -0.91, -1.87)
O (-0.56, 0.02, -3.46)
P (-1.46, -2.56, -0.49)
O (-0.02, -2.50, 0.25)
O (-1.88, -4.00, -0.43)
O (-2.38, -1.46, -0.11)
H (-0.10, -3.97, -3.42)
H (-0.78, -4.39, -1.87)
H (0.74, -3.69, -2.04)
H (-1.89, -2.52, -4.22)
H (-2.71, -1.52, -3.03)
H (-2.81, -3.29, -2.88)
H (1.72, -2.35, -3.76)
H (0.41, -1.63, 0.11)
C (1.90, -1.82, 2.96)
N (1.85, -0.48, 3.50)
C (2.76, 0.09, 4.36)
C (2.30, 1.36, 4.58)
N (1.15, 1.59, 3.88)
C (0.91, 0.46, 3.24)
H (1.78, -2.55, 3.76)
H (2.84, -1.98, 2.44)
H (1.09, -1.95, 2.24)
H (3.63, -0.44, 4.70)
H (2.75, 2.12, 5.20)
H (0.13, 0.27, 2.53)
N (3.48, -0.45, 0.46)
C (3.78, -1.46, -0.02)
C (4.14, -2.71, -0.59)
C (5.27, -3.40, -0.10)
N (6.19, -3.97, 0.29)
C (3.38, -3.27, -1.62)
N (2.75, -3.75, -2.47)
C (-1.84, 1.74, -0.88)
N (-0.77, 2.07, 0.09)
C (-1.36, 2.14, 1.44)
N (-2.42, 3.16, 1.51)
C (-3.44, 2.81, 0.51)
N (-2.90, 2.76, -0.84)
C (-2.31, 4.06, -1.15)
N (-1.25, 4.44, -0.20)
C (-0.22, 3.39, -0.24)
C (-1.84, 4.45, 1.14)
H (-2.24, 0.76, -0.62)
H (-1.40, 1.68, -1.87)
H (-0.58, 2.38, 2.16)
H (-1.79, 1.17, 1.67)
H (-4.24, 3.57, 0.55)
H (-3.86, 1.84, 0.76)
H (-3.09, 4.83, -1.12)
H (-1.88, 4.02, -2.15)
H (0.57, 3.63, 0.47)
H (0.21, 3.34, -1.24)
H (-2.62, 5.21, 1.18)
H (-1.06, 4.70, 1.86)

Formula: C16H26N2O
Source: the Open Molecules 2025 dataset
Level of theory: the ωB97M-V functional and the def2-TZVPD basis

As for the SMILES: CCO[C@](C#N)(CC#N)CC[C@@H](C)CCC=C(C)C. Its net charge is 0. As for the highest occupied orbital energy: -8.45 eV. Its relative energy (zero: lowest compared OMol25 entry of this formula, charge and spin) is 344.8 kJ/mol. As for the total energy: -809.918730 hartree.

Cartesian coordinates (Å):
C (1.05, 2.90, 2.55)
C (1.52, 1.64, 1.82)
O (2.56, 1.89, 0.89)
C (2.18, 1.96, -0.45)
C (3.18, 2.87, -1.06)
N (3.96, 3.57, -1.58)
C (0.84, 2.69, -0.71)
C (-0.30, 1.82, -0.92)
N (-1.20, 1.11, -1.17)
C (2.33, 0.63, -1.22)
C (2.23, -0.66, -0.38)
C (0.95, -1.50, -0.57)
C (1.29, -2.98, -0.80)
C (0.02, -1.41, 0.65)
C (-1.18, -2.38, 0.60)
C (-2.44, -1.58, 0.81)
C (-3.27, -1.16, -0.13)
C (-4.25, -0.06, 0.19)
C (-3.29, -1.68, -1.53)
H (-0.02, 3.00, 2.49)
H (1.29, 2.82, 3.60)
H (1.54, 3.78, 2.15)
H (1.95, 0.99, 2.57)
H (0.69, 1.08, 1.40)
H (0.62, 3.44, 0.03)
H (0.96, 3.22, -1.65)
H (1.66, 0.58, -2.06)
H (3.32, 0.63, -1.65)
H (3.03, -1.30, -0.75)
H (2.44, -0.52, 0.67)
H (0.39, -1.16, -1.43)
H (1.17, -3.55, 0.12)
H (2.31, -3.13, -1.14)
H (0.62, -3.41, -1.53)
H (0.62, -1.69, 1.51)
H (-0.37, -0.42, 0.79)
H (-1.10, -3.09, 1.40)
H (-1.28, -2.88, -0.35)
H (-2.67, -1.29, 1.83)
H (-5.09, -0.42, 0.77)
H (-4.62, 0.34, -0.75)
H (-3.73, 0.74, 0.69)
H (-3.99, -2.51, -1.61)
H (-3.59, -0.90, -2.21)
H (-2.34, -2.04, -1.88)

Formula: C16H26N2O4S2
Source: the Open Molecules 2025 dataset
Level of theory: the ωB97M-V functional and the def2-TZVPD basis

As for the SMILES: COc1ccccc1N(CC(=O)NCCSC(C)(C)C)S(C)(=O)=O. Its net charge is 0. As for the highest occupied orbital energy: -8.66 eV. Its relative energy (zero: lowest compared OMol25 entry of this formula, charge and spin) is 0.7 kJ/mol. As for the total energy: -1832.123981 hartree.

Cartesian coordinates (Å):
C (-2.81, -3.53, -1.35)
H (-3.47, -4.22, -0.81)
O (-2.36, -2.49, -0.51)
C (-3.25, -1.58, -0.07)
C (-4.64, -1.69, -0.16)
C (-5.45, -0.69, 0.36)
C (-4.90, 0.43, 0.96)
C (-3.52, 0.56, 1.03)
C (-2.70, -0.43, 0.53)
N (-1.29, -0.27, 0.55)
S (-0.70, 0.14, -0.96)
O (0.62, -0.42, -1.10)
O (-1.65, -0.11, -2.00)
C (-0.53, 1.94, -0.80)
H (0.11, 2.15, 0.04)
H (-1.53, 2.33, -0.65)
H (-0.11, 2.32, -1.72)
C (-0.51, -1.20, 1.35)
H (0.08, -1.85, 0.70)
H (-1.19, -1.80, 1.96)
C (0.41, -0.40, 2.28)
O (0.29, -0.38, 3.49)
N (1.35, 0.28, 1.61)
H (1.40, 0.20, 0.60)
C (2.27, 1.19, 2.26)
C (3.56, 1.30, 1.47)
H (4.25, 1.98, 1.96)
H (4.03, 0.32, 1.36)
S (3.20, 1.96, -0.21)
C (4.20, 0.89, -1.36)
C (3.83, -0.57, -1.20)
H (4.15, -0.98, -0.25)
H (2.76, -0.71, -1.30)
H (4.32, -1.15, -1.99)
C (3.81, 1.39, -2.74)
H (3.97, 2.46, -2.83)
H (2.76, 1.18, -2.92)
H (4.40, 0.88, -3.50)
C (5.68, 1.14, -1.09)
H (5.96, 0.82, -0.08)
H (5.92, 2.19, -1.20)
H (6.28, 0.57, -1.80)
H (1.82, 2.19, 2.35)
H (2.46, 0.81, 3.27)
H (-3.07, 1.43, 1.49)
H (-5.54, 1.20, 1.36)
H (-6.52, -0.79, 0.28)
H (-5.09, -2.55, -0.63)
H (-1.92, -4.06, -1.67)
H (-3.34, -3.13, -2.22)

Formula: C16H26N4O2S
Source: the Open Molecules 2025 dataset
Level of theory: the ωB97M-V functional and the def2-TZVPD basis

As for the SMILES: CC(C)Cc1nnc(NC(=O)CCC(=O)NC2CCCCC2)s1. Its net charge is 0. As for the highest occupied orbital energy: -8.95 eV. Its relative energy (zero: lowest compared OMol25 entry of this formula, charge and spin) is 73.8 kJ/mol. As for the total energy: -1393.034043 hartree.

Cartesian coordinates (Å):
C (2.78, -3.00, 4.69)
H (3.61, -3.68, 4.83)
H (1.89, -3.45, 5.14)
H (3.00, -2.07, 5.22)
C (2.55, -2.73, 3.21)
C (2.27, -4.03, 2.46)
H (3.09, -4.73, 2.61)
H (2.17, -3.86, 1.40)
H (1.36, -4.50, 2.83)
H (3.45, -2.27, 2.79)
C (1.38, -1.74, 3.03)
C (1.21, -1.36, 1.61)
N (2.00, -0.57, 0.97)
N (1.67, -0.37, -0.30)
C (0.61, -1.01, -0.65)
N (0.06, -0.93, -1.90)
C (-1.18, -1.43, -2.19)
O (-1.79, -2.11, -1.39)
C (-1.73, -0.99, -3.53)
H (-0.92, -0.88, -4.25)
H (-2.44, -1.74, -3.88)
C (-2.44, 0.36, -3.35)
C (-1.46, 1.32, -2.69)
O (-0.39, 1.59, -3.21)
N (-1.81, 1.75, -1.47)
H (-2.71, 1.52, -1.09)
C (-0.89, 2.47, -0.60)
C (-1.14, 3.98, -0.63)
C (-0.12, 4.68, 0.26)
C (-0.21, 4.16, 1.69)
C (0.00, 2.65, 1.73)
C (-1.02, 1.95, 0.83)
H (-0.86, 0.87, 0.85)
H (-2.03, 2.15, 1.20)
H (1.01, 2.40, 1.38)
H (-0.09, 2.28, 2.75)
H (-1.19, 4.40, 2.11)
H (0.55, 4.65, 2.31)
H (0.88, 4.51, -0.13)
H (-0.30, 5.76, 0.25)
H (-1.05, 4.34, -1.66)
H (-2.15, 4.19, -0.28)
H (0.12, 2.27, -0.98)
H (-3.34, 0.23, -2.74)
H (-2.73, 0.75, -4.33)
H (0.51, -0.28, -2.54)
S (-0.11, -1.97, 0.62)
H (1.59, -0.84, 3.61)
H (0.46, -2.19, 3.40)